Record 1
Here is an isolated molecule of C5H8O from the OMol25 dataset. Energies are from ωB97M-V/def2-TZVPD.

Element x y z (Å)
C1 -0.649 -1.480 0.410
C2 0.624 -0.798 0.338
C3 0.828 0.781 -1.605
C4 0.334 0.596 -0.265
C5 -0.826 1.221 0.400
O1 1.533 1.280 -0.534
H1 -1.048 -1.819 -0.476
H2 -1.048 -1.788 1.302
H3 1.092 -0.600 1.296
H4 1.409 -1.297 -0.306
H5 1.230 0.005 -2.269
H6 -1.791 0.514 0.165
H7 -1.078 2.224 0.090
H8 -0.609 1.160 1.455

Properties
frontier orbital gap (alpha / beta)	8.800 / 8.359	eV
multiplicity	1
energy relative to the best compared isomer or geometry (same formula, charge and spin)	132.2	kcal/mol
DFT total energy	-7356.521	eV

Charges obtained by Löwdin population analysis, quoted in units of e: number 1, C, carries 0.019; number 2, C, carries -0.207; number 3, C, carries 0.017; number 4, C, carries -0.567; number 5, C, carries -0.023; number 6, O, carries 0.020; number 7, H, carries 0.045; number 8, H, carries 0.036; number 9, H, carries 0.117; number 10, H, carries 0.135; number 11, H, carries 0.103; number 12, H, carries 0.143; number 13, H, carries 0.079; number 14, H, carries 0.083

Record 2
Here is a structure of composition C42H88F18N9O18S6 from the OMol25 dataset. Energies are from ωB97M-V/def2-TZVPD.

Element x y z (Å)
C1 10.940 15.686 21.799
C2 11.375 15.685 23.311
C3 12.099 16.977 23.613
C4 11.345 18.282 23.351
C5 10.081 18.301 24.284
C6 9.263 17.019 24.354
N1 10.102 15.773 24.189
O1 9.657 14.611 24.851
C7 8.081 17.070 23.314
C8 8.672 17.048 25.821
C9 12.181 14.415 23.712
H1 11.767 15.976 21.151
H2 10.073 16.315 21.597
H3 10.587 14.706 21.477
H4 12.883 17.119 22.869
H5 12.629 16.929 24.565
H6 10.967 18.314 22.329
H7 11.922 19.206 23.396
H8 9.475 19.144 23.952
H9 10.512 18.599 25.240
H10 7.673 16.085 23.088
H11 8.179 17.680 22.416
H12 7.231 17.541 23.808
H13 9.498 16.973 26.529
H14 8.003 16.203 25.983
H15 8.078 17.941 26.018
H16 12.301 14.430 24.796
H17 13.183 14.382 23.283
H18 11.668 13.560 23.273
C10 11.050 20.428 18.752
C11 11.114 19.272 17.747
C12 10.210 18.067 18.203
C13 8.784 18.300 18.013
C14 8.343 18.640 16.553
C15 9.124 19.885 15.962
N2 10.579 19.848 16.398
O2 11.491 20.635 15.618
C16 8.467 21.215 16.480
C17 9.036 19.891 14.413
C18 12.517 18.806 17.469
H19 11.895 21.101 18.608
H20 11.151 20.082 19.781
H21 10.125 21.001 18.698
H22 10.294 17.889 19.275
H23 10.535 17.184 17.653
H24 8.369 19.129 18.587
H25 8.125 17.482 18.306
H26 7.301 18.957 16.516
H27 8.453 17.775 15.899
H28 8.993 22.071 16.056
H29 8.336 21.286 17.560
H30 7.432 21.338 16.164
H31 8.011 19.883 14.044
H32 9.583 19.109 13.886
H33 9.288 20.834 13.928
H34 12.670 18.290 16.521
H35 12.752 18.075 18.243
H36 13.215 19.636 17.356
C19 15.148 17.219 13.911
N3 14.979 18.120 12.641
C20 16.364 18.626 12.253
C21 14.330 17.279 11.515
C22 14.126 19.404 12.962
C23 12.590 19.286 12.992
O3 12.016 18.339 13.867
H37 15.464 17.858 14.736
H38 15.901 16.482 13.635
H39 14.200 16.721 14.114
H40 17.058 17.787 12.202
H41 16.576 19.265 13.111
H42 16.284 19.067 11.260
H43 15.004 16.424 11.464
H44 14.112 17.692 10.530
H45 13.453 16.907 12.044
H46 14.448 20.099 12.187
H47 14.543 19.769 13.900
H48 12.179 19.257 11.983
H49 12.157 20.225 13.337
H50 11.510 17.709 13.350
C24 12.477 14.686 17.990
N4 13.501 13.648 17.502
C25 14.080 12.996 18.777
C26 12.698 12.592 16.747
C27 14.659 14.233 16.615
C28 15.680 15.183 17.290
O4 14.977 16.359 17.641
H51 12.101 15.253 17.137
H52 12.913 15.349 18.737
H53 11.719 14.127 18.539
H54 14.689 13.663 19.387
H55 14.572 12.090 18.423
H56 13.278 12.741 19.470
H57 13.328 11.842 16.267
H58 12.182 13.127 15.950
H59 11.926 12.148 17.375
H60 14.004 14.830 15.982
H61 15.172 13.386 16.159
H62 16.473 15.366 16.564
H63 16.210 14.727 18.126
H64 15.573 16.917 18.147
C29 8.817 10.334 18.169
C30 8.774 9.503 19.494
C31 9.769 9.980 20.542
O5 9.468 9.244 21.752
C32 10.381 9.580 22.787
N5 7.301 9.446 20.045
H65 7.347 9.578 21.046
H66 6.732 10.164 19.620
H67 6.918 8.519 19.929
H68 9.833 10.212 17.793
H69 8.758 11.395 18.414
H70 8.135 10.197 17.330
H71 9.018 8.461 19.284
H72 9.641 11.036 20.778
H73 10.792 9.828 20.196
H74 9.707 9.553 23.644
H75 10.765 10.597 22.710
H76 11.157 8.818 22.858
C33 15.268 8.387 16.148
C34 15.164 8.749 14.632
C35 14.479 10.039 14.456
O6 14.206 10.360 13.109
C36 13.318 11.525 13.039
N6 16.568 8.822 14.010
H77 16.691 8.889 13.010
H78 17.076 9.538 14.510
H79 17.033 7.956 14.241
H80 15.601 7.357 16.276
H81 14.287 8.403 16.622
H82 15.903 9.034 16.755
H83 14.648 7.954 14.093
H84 15.119 10.818 14.869
H85 13.581 10.114 15.069
H86 13.224 11.877 12.011
H87 13.702 12.442 13.486
H88 12.314 11.330 13.416
C37 17.212 20.127 17.254
F1 17.638 20.364 16.003
F2 17.702 21.076 18.010
F3 15.902 20.187 17.167
S1 17.818 18.392 17.882
O7 17.707 17.552 16.640
O8 19.140 18.630 18.462
N7 16.582 17.950 19.016
S2 17.278 17.572 20.326
O9 18.145 16.420 20.307
O10 17.804 18.776 21.036
C38 15.716 16.985 21.373
F4 15.083 15.934 20.776
F5 16.165 16.613 22.550
F6 14.944 18.092 21.482
C39 18.100 11.418 17.105
F7 17.946 10.088 16.972
F8 16.994 11.995 17.503
F9 19.049 11.714 18.016
S3 18.784 12.249 15.431
O11 18.480 13.664 15.616
O12 20.196 11.881 15.395
N8 17.735 11.540 14.260
S4 17.970 12.275 12.991
O13 19.204 13.043 12.890
O14 17.723 11.465 11.805
C40 16.656 13.661 12.800
F10 16.283 14.103 13.991
F11 17.189 14.558 11.937
F12 15.658 13.148 12.132
C41 9.327 15.088 14.148
F13 8.906 13.848 14.294
F14 8.505 15.742 13.400
F15 9.357 15.781 15.277
S5 10.988 15.033 13.241
O15 11.993 15.080 14.319
O16 11.072 13.780 12.458
N9 11.002 16.488 12.339
S6 10.683 16.056 10.864
O17 11.843 15.424 10.245
O18 9.409 15.357 10.708
C42 10.535 17.792 9.986
F16 11.757 18.295 9.870
F17 9.909 17.531 8.843
F18 9.780 18.595 10.681

Properties
frontier orbital gap	3.109	eV
multiplicity	1
DFT total energy	-209130.826	eV
charge	+3

These are the Löwdin partial charges, in e, on atoms 1 to 99: number 1, C, carries 0.014; number 2, C, carries -0.400; number 3, C, carries -0.130; number 4, C, carries -0.133; number 5, C, carries -0.124; number 6, C, carries -0.413; number 7, N, carries 0.141; number 8, O, carries 0.157; number 9, C, carries 0.007; number 10, C, carries -0.003; number 11, C, carries 0.010; number 12, H, carries 0.095; number 13, H, carries 0.066; number 14, H, carries 0.082; number 15, H, carries 0.115; number 16, H, carries 0.148; number 17, H, carries 0.092; number 18, H, carries 0.136; number 19, H, carries 0.136; number 20, H, carries 0.129; number 21, H, carries 0.092; number 22, H, carries 0.087; number 23, H, carries 0.100; number 24, H, carries 0.101; number 25, H, carries 0.089; number 26, H, carries 0.112; number 27, H, carries 0.104; number 28, H, carries 0.103; number 29, H, carries 0.076; number 30, C, carries 0.021; number 31, C, carries -0.401; number 32, C, carries -0.132; number 33, C, carries -0.192; number 34, C, carries -0.078; number 35, C, carries -0.393; number 36, N, carries 0.179; number 37, O, carries 0.149; number 38, C, carries 0.008; number 39, C, carries -0.012; number 40, C, carries -0.013; number 41, H, carries 0.107; number 42, H, carries 0.098; number 43, H, carries 0.080; number 44, H, carries 0.116; number 45, H, carries 0.115; number 46, H, carries 0.115; number 47, H, carries 0.124; number 48, H, carries 0.131; number 49, H, carries 0.100; number 50, H, carries 0.104; number 51, H, carries 0.078; number 52, H, carries 0.108; number 53, H, carries 0.109; number 54, H, carries 0.079; number 55, H, carries 0.096; number 56, H, carries 0.089; number 57, H, carries 0.095; number 58, H, carries 0.092; number 59, C, carries 0.049; number 60, N, carries -0.308; number 61, C, carries 0.032; number 62, C, carries 0.044; number 63, C, carries -0.046; number 64, C, carries -0.225; number 65, O, carries -0.115; number 66, H, carries 0.098; number 67, H, carries 0.085; number 68, H, carries 0.081; number 69, H, carries 0.111; number 70, H, carries 0.105; number 71, H, carries 0.115; number 72, H, carries 0.102; number 73, H, carries 0.114; number 74, H, carries 0.063; number 75, H, carries 0.135; number 76, H, carries 0.124; number 77, H, carries 0.107; number 78, H, carries 0.105; number 79, H, carries -0.028; number 80, C, carries 0.002; number 81, N, carries -0.279; number 82, C, carries 0.023; number 83, C, carries 0.013; number 84, C, carries -0.039; number 85, C, carries -0.212; number 86, O, carries -0.101; number 87, H, carries 0.092; number 88, H, carries 0.084; number 89, H, carries 0.086; number 90, H, carries 0.096; number 91, H, carries 0.098; number 92, H, carries 0.087; number 93, H, carries 0.078; number 94, H, carries 0.088; number 95, H, carries 0.091; number 96, H, carries 0.109; number 97, H, carries 0.116; number 98, H, carries 0.106; number 99, H, carries 0.124